*1*
This record from OMol25 describes C22H30N4O4 in the gas phase. The level of theory is the ωB97M-V functional and the def2-TZVPD basis.

The highest occupied orbital energy comes out at -9.09 eV. For the orbital gap, the calculation gives 9.84 eV.

Cartesian coordinates (Å):
1 C -3.35 0.87 -3.41
2 H -2.53 0.53 -4.03
3 H -3.89 1.64 -3.95
4 H -4.02 0.03 -3.24
5 C -2.84 1.41 -2.07
6 N -2.04 2.60 -2.24
7 C -0.81 2.61 -2.77
8 O -0.19 3.64 -3.03
9 C -0.17 1.32 -3.16
10 C 0.25 0.16 -2.52
11 N 0.99 -0.59 -3.39
12 C 1.05 0.08 -4.51
13 N 0.37 1.25 -4.41
14 H 0.31 1.99 -5.10
15 H 1.55 -0.24 -5.39
16 C 0.08 -0.29 -1.13
17 O -0.63 0.28 -0.31
18 N 0.76 -1.42 -0.88
19 H 1.39 -1.75 -1.59
20 C 0.84 -1.98 0.44
21 C 0.72 -3.51 0.44
22 H 1.04 -3.87 1.42
23 H 1.41 -3.91 -0.31
24 C -0.69 -4.06 0.17
25 C -1.21 -3.71 -1.22
26 H -0.48 -3.97 -1.98
27 H -2.12 -4.26 -1.43
28 H -1.42 -2.65 -1.30
29 C -1.69 -3.61 1.23
30 H -1.31 -3.81 2.23
31 H -1.90 -2.55 1.14
32 H -2.63 -4.15 1.12
33 H -0.60 -5.16 0.23
34 C 2.17 -1.59 1.08
35 O 3.14 -1.24 0.47
36 O 2.10 -1.70 2.41
37 C 3.23 -1.26 3.17
38 C 2.97 0.07 3.82
39 C 3.43 0.32 5.11
40 C 3.21 1.55 5.71
41 C 2.51 2.53 5.03
42 C 2.05 2.29 3.75
43 C 2.27 1.07 3.14
44 H 1.91 0.89 2.14
45 H 1.51 3.06 3.21
46 H 2.34 3.49 5.50
47 H 3.57 1.73 6.71
48 H 3.97 -0.45 5.64
49 H 3.41 -2.03 3.92
50 H 4.10 -1.19 2.50
51 H 0.03 -1.53 1.04
52 C -2.61 3.86 -1.82
53 C -2.48 4.06 -0.31
54 H -2.99 3.26 0.23
55 H -2.92 5.01 -0.02
56 H -1.43 4.05 -0.03
57 H -2.07 4.66 -2.34
58 H -3.66 3.89 -2.12
59 H -3.70 1.68 -1.45
60 H -2.27 0.65 -1.54

Mulliken population analysis, charges in e, atoms 1 to 6:
1 C -1.2004
2 H 0.2624
3 H 0.3559
4 H 0.3961
5 C -0.2299
6 N 0.3281

=====

*2*
This record from OMol25 describes C22H30N4O4 in the gas phase. The level of theory is the ωB97M-V functional and the def2-TZVPD basis.

The highest occupied orbital energy comes out at -7.71 eV. For the orbital gap, the calculation gives 8.36 eV.

Cartesian coordinates (Å):
1 C -6.26 -2.36 -0.99
2 H -5.64 -3.21 -0.69
3 O -5.84 -1.17 -0.37
4 C -4.57 -0.72 -0.62
5 C -3.65 -1.34 -1.45
6 C -2.40 -0.78 -1.63
7 C -2.03 0.38 -0.99
8 C -2.97 1.01 -0.13
9 C -4.22 0.46 0.04
10 H -4.96 0.91 0.68
11 O -2.52 2.16 0.49
12 C -3.42 2.84 1.33
13 H -4.31 3.17 0.79
14 H -3.72 2.21 2.18
15 H -2.88 3.71 1.70
16 N -0.79 1.00 -1.13
17 C 0.37 0.45 -1.58
18 O 0.44 -0.64 -2.13
19 N 1.48 1.24 -1.44
20 C 1.54 2.51 -0.74
21 H 2.56 2.87 -0.84
22 C 1.21 2.49 0.77
23 H 0.13 2.45 0.94
24 C 1.88 1.35 1.54
25 N 1.23 0.07 1.33
26 C 2.09 -1.04 1.73
27 C 1.41 -2.35 1.33
28 O 0.17 -2.49 1.98
29 C -0.67 -1.41 1.65
30 C -0.03 -0.07 2.03
31 H -0.71 0.73 1.74
32 H 0.11 -0.03 3.12
33 H -1.60 -1.56 2.20
34 H -0.87 -1.42 0.57
35 H 2.02 -3.21 1.62
36 H 1.26 -2.35 0.24
37 H 3.05 -0.95 1.22
38 H 2.26 -1.04 2.82
39 H 2.92 1.26 1.22
40 H 1.89 1.62 2.62
41 H 1.57 3.44 1.18
42 H 0.88 3.25 -1.23
43 C 2.65 0.86 -2.23
44 C 3.63 0.01 -1.46
45 C 4.67 0.57 -0.73
46 N 5.56 -0.14 -0.05
47 C 5.45 -1.45 -0.07
48 C 4.45 -2.12 -0.76
49 C 3.52 -1.38 -1.47
50 H 2.72 -1.84 -2.01
51 H 4.40 -3.20 -0.74
52 H 6.19 -1.99 0.50
53 H 4.82 1.64 -0.70
54 H 2.28 0.27 -3.08
55 H 3.14 1.76 -2.60
56 H -0.75 1.90 -0.69
57 H -1.68 -1.27 -2.28
58 H -3.90 -2.25 -1.97
59 H -7.28 -2.52 -0.65
60 H -6.26 -2.27 -2.08

Mulliken population analysis, charges in e, atoms 1 to 6:
1 C -0.8607
2 H 0.3414
3 O -0.4660
4 C 0.3891
5 C -0.8263
6 C -0.6689

=====

Which of them is the most stable? Correct choice: *1*.

=====

*1*
This record from OMol25 describes 10 unconnected molecules or ions with the total composition BF4H18O9. The level of theory is the ωB97M-V functional and the def2-TZVPD basis.

The highest occupied orbital energy comes out at -8.29 eV. Its charge is -1. For the orbital gap, the calculation gives 10.96 eV.

Cartesian coordinates (Å):
1 B -0.14 0.28 0.05
2 F -0.34 -0.30 1.33
3 F 0.92 -0.41 -0.61
4 F -1.31 0.09 -0.73
5 F 0.23 1.60 0.14
6 O -1.18 -2.57 -2.18
7 H -0.54 -2.75 -2.88
8 H -0.80 -1.84 -1.68
9 O -2.36 2.45 1.75
10 H -1.85 1.72 1.38
11 H -2.90 2.76 1.02
12 O 3.07 -1.82 -1.69
13 H 3.71 -1.93 -0.98
14 H 2.32 -1.35 -1.28
15 O 1.25 -3.30 2.58
16 H 1.01 -2.39 2.38
17 H 1.53 -3.66 1.73
18 O -3.03 -0.69 2.30
19 H -3.02 -1.40 1.65
20 H -2.13 -0.35 2.29
21 O -3.31 0.06 -2.69
22 H -3.14 -0.79 -3.11
23 H -2.57 0.17 -2.07
24 O 2.01 2.03 -2.41
25 H 2.66 2.22 -1.73
26 H 1.52 1.27 -2.07
27 O 0.75 4.37 0.01
28 H 0.68 3.48 0.39
29 H 1.24 4.24 -0.81
30 O 2.26 -0.35 2.47
31 H 1.38 -0.14 2.10
32 H 2.07 -0.69 3.36

Mulliken population analysis, charges in e, atoms 1 to 6:
1 B 0.4419
2 F -0.5340
3 F -0.5074
4 F -0.3450
5 F -0.1570
6 O -0.6947

=====

*2*
This record from OMol25 describes 10 unconnected molecules or ions with the total composition BF4H18O9. The level of theory is the ωB97M-V functional and the def2-TZVPD basis.

The highest occupied orbital energy comes out at -7.57 eV. Its charge is -1. For the orbital gap, the calculation gives 10.21 eV.

Cartesian coordinates (Å):
1 B -7.12 27.30 24.29
2 F -7.66 28.50 23.84
3 F -8.06 26.26 24.05
4 F -6.01 26.92 23.54
5 F -6.89 27.42 25.64
6 O -6.41 27.68 20.33
7 H -5.94 27.50 21.14
8 H -6.18 26.96 19.75
9 O -10.08 30.10 23.14
10 H -9.99 30.67 23.90
11 H -9.69 30.59 22.42
12 O -6.60 30.08 26.78
13 H -6.76 29.25 26.34
14 H -7.46 30.50 26.83
15 O -8.18 23.56 23.75
16 H -7.83 24.42 23.98
17 H -8.11 23.52 22.80
18 O -3.83 28.31 24.67
19 H -3.66 29.23 24.48
20 H -4.67 28.12 24.25
21 O -8.75 28.27 21.25
22 H -8.71 28.59 22.15
23 H -7.86 27.94 21.08
24 O -5.20 24.50 23.76
25 H -5.68 25.33 23.74
26 H -4.29 24.76 23.62
27 O -6.45 26.42 27.92
28 H -6.58 26.85 27.08
29 H -7.32 26.12 28.18
30 O -9.89 27.19 25.74
31 H -8.99 27.20 25.41
32 H -10.43 27.43 24.98

Mulliken population analysis, charges in e, atoms 1 to 6:
1 B 0.2222
2 F -0.3010
3 F -0.3450
4 F -0.3642
5 F -0.2009
6 O -0.7032

=====

*3*
This record from OMol25 describes 10 unconnected molecules or ions with the total composition BF4H18O9. The level of theory is the ωB97M-V functional and the def2-TZVPD basis.

The highest occupied orbital energy comes out at -7.73 eV. Its charge is -1. For the orbital gap, the calculation gives 10.36 eV.

Cartesian coordinates (Å):
1 B 0.33 -0.70 0.58
2 F 0.25 -1.69 -0.40
3 F 1.62 -0.69 1.15
4 F 0.08 0.53 -0.06
5 F -0.63 -1.00 1.51
6 O -3.20 -1.03 0.79
7 H -2.34 -1.15 1.12
8 H -3.46 -1.81 0.33
9 O -2.43 1.37 2.53
10 H -2.31 1.92 1.77
11 H -2.22 0.46 2.41
12 O 3.88 -1.84 -0.31
13 H 3.43 -1.00 -0.47
14 H 3.45 -2.00 0.53
15 O 2.01 1.87 2.19
16 H 1.83 0.97 1.85
17 H 1.95 2.42 1.41
18 O -1.70 -2.47 -1.90
19 H -1.12 -2.18 -1.21
20 H -2.05 -1.66 -2.26
21 O -2.41 0.92 -1.09
22 H -2.68 0.19 -0.53
23 H -1.67 1.36 -0.67
24 O 1.82 -1.59 -2.59
25 H 1.32 -1.30 -1.81
26 H 2.56 -2.06 -2.26
27 O -1.11 2.92 0.44
28 H -1.25 3.53 -0.29
29 H -0.40 3.28 0.97
30 O 2.49 0.82 -1.03
31 H 1.57 0.73 -0.73
32 H 2.42 0.88 -1.98

Mulliken population analysis, charges in e, atoms 1 to 6:
1 B 0.6893
2 F -0.4887
3 F -0.4930
4 F -0.4344
5 F -0.4122
6 O -0.6297

=====

Which of them is the most stable? Correct choice: *1*.

=====

*1*
This record from OMol25 describes C3H5ClO2 in the gas phase. The level of theory is the ωB97M-V functional and the def2-TZVPD basis.

The highest occupied orbital energy comes out at -10.35 eV. For the orbital gap, the calculation gives 9.94 eV.

Cartesian coordinates (Å):
1 C 0.93 -0.27 0.30
2 C -1.25 0.89 -0.21
3 C -0.57 -0.44 -0.24
4 O 1.41 -1.47 0.52
5 O -0.98 -1.53 -0.53
6 Cl 2.58 0.82 -0.11
7 H 0.99 0.25 1.28
8 H -0.68 1.51 0.52
9 H -2.37 0.81 -0.08
10 H -1.47 1.46 -1.17
11 H 1.41 -2.03 -0.29

Mulliken population analysis, charges in e, atoms 1 to 6:
1 C -0.3657
2 C -0.9827
3 C 0.9985
4 O -0.4209
5 O -0.5004
6 Cl -0.2578

=====

*2*
This record from OMol25 describes C3H5ClO2 in the gas phase. The level of theory is the ωB97M-V functional and the def2-TZVPD basis.

The highest occupied orbital energy comes out at -10.68 eV. For the orbital gap, the calculation gives 11.26 eV.

Cartesian coordinates (Å):
1 C 1.36 -0.89 -0.94
2 C 0.49 0.23 -0.45
3 C -0.99 -0.20 -0.42
4 H 2.38 -0.50 -0.85
5 H 1.23 -1.77 -0.27
6 H 1.17 -1.28 -2.01
7 H 0.62 1.13 -1.04
8 H -2.72 0.48 -0.82
9 O -1.81 0.79 -0.80
10 O -1.28 -1.23 0.13
11 Cl 1.00 0.63 1.25

Mulliken population analysis, charges in e, atoms 1 to 6:
1 C -1.1657
2 C 0.2171
3 C 0.4354
4 H 0.3273
5 H 0.2964
6 H 0.3022

=====

*3*
This record from OMol25 describes C3H5ClO2 in the gas phase. The level of theory is the ωB97M-V functional and the def2-TZVPD basis.

The highest occupied orbital energy comes out at -10.12 eV. For the orbital gap, the calculation gives 10.54 eV.

Cartesian coordinates (Å):
1 C -1.12 -0.83 -0.28
2 C -0.03 -0.14 0.46
3 C -0.14 1.32 0.16
4 H -3.07 -0.79 -0.16
5 H -1.12 -1.88 0.05
6 H -0.96 -0.77 -1.38
7 H -0.01 -0.24 1.57
8 H -1.09 1.69 0.45
9 O -2.33 -0.17 0.02
10 O 0.76 2.04 -0.26
11 Cl 1.57 -0.88 -0.04

Mulliken population analysis, charges in e, atoms 1 to 6:
1 C -0.5321
2 C 0.1067
3 C -0.0668
4 H 0.2970
5 H 0.3380
6 H 0.3022

=====

Which of them is the most stable? Correct choice: *2*.

=====

*1*
This record from OMol25 describes 2 unconnected molecules or ions with the total composition C3H5ClO2. The level of theory is the ωB97M-V functional and the def2-TZVPD basis.

The highest occupied orbital energy (spin up / spin down) comes out at -8.42 / -7.06 eV. For the orbital gap (spin up / spin down), the calculation gives 9.15 / 6.72 eV.

Cartesian coordinates (Å):
1 C -1.72 -0.25 0.11
2 C -0.77 0.73 -0.15
3 C 1.57 -0.87 0.16
4 O -1.62 0.47 -1.17
5 O -0.07 1.75 0.29
6 Cl 2.46 0.44 -0.54
7 H -1.51 -1.22 0.25
8 H -2.66 -0.02 0.58
9 H 1.50 -1.74 -0.51
10 H 2.02 -1.22 1.13
11 H 0.79 1.92 -0.14

Mulliken population analysis, charges in e, atoms 1 to 6:
1 C -0.2646
2 C 0.5145
3 C -0.5432
4 O -0.3688
5 O -0.4479
6 Cl -0.2237

=====

*2*
This record from OMol25 describes C3H5ClO2 in the gas phase. The level of theory is the ωB97M-V functional and the def2-TZVPD basis.

The highest occupied orbital energy comes out at -9.04 eV. For the orbital gap, the calculation gives 9.71 eV.

Cartesian coordinates (Å):
1 C 1.24 0.45 -0.15
2 C -0.23 0.79 -0.04
3 C -1.20 -0.10 -0.13
4 O 1.66 -0.77 0.44
5 O -0.96 -1.42 -0.24
6 Cl -2.89 0.31 0.02
7 H 1.80 1.29 0.27
8 H 1.51 0.36 -1.21
9 H -0.48 1.83 0.07
10 H 1.32 -0.80 1.34
11 H -1.77 -1.94 -0.35

Mulliken population analysis, charges in e, atoms 1 to 6:
1 C -0.4350
2 C -0.3960
3 C 0.4510
4 O -0.5087
5 O -0.4214
6 Cl -0.2067

=====

Which of them is the most stable? Correct choice: *2*.

=====

*1*
This record from OMol25 describes a molecular structure, C30H37N4PS4Sr. The level of theory is the ωB97M-V functional and the def2-TZVPD basis.

The highest occupied orbital energy comes out at -6.21 eV. For the orbital gap, the calculation gives 5.97 eV.

Cartesian coordinates (Å):
1 Sr 0.39 -0.22 -1.23
2 C 2.33 3.12 -1.70
3 C 3.40 2.36 -1.26
4 C 3.73 1.18 -1.92
5 C 3.00 0.79 -3.03
6 C 1.93 1.56 -3.48
7 C 1.59 2.72 -2.80
8 H 2.07 4.03 -1.17
9 H 3.96 2.65 -0.38
10 H 4.55 0.57 -1.56
11 H 3.26 -0.13 -3.56
12 H 1.35 1.24 -4.33
13 H 0.73 3.30 -3.13
14 S -0.63 -0.55 -3.89
15 C -2.13 -1.18 -3.21
16 C -2.67 -2.35 -3.77
17 C -3.87 -2.89 -3.36
18 C -4.60 -2.26 -2.36
19 C -4.08 -1.12 -1.77
20 C -2.85 -0.56 -2.15
21 S -2.30 0.88 -1.27
22 H -2.11 -2.82 -4.56
23 H -4.25 -3.79 -3.83
24 H -5.56 -2.65 -2.03
25 H -4.64 -0.61 -0.99
26 C 0.62 -3.49 -2.05
27 C 1.84 -3.35 -1.19
28 C 2.77 -4.41 -1.11
29 C 3.86 -4.27 -0.31
30 C 4.03 -3.10 0.46
31 C 5.14 -2.94 1.33
32 C 5.24 -1.81 2.07
33 C 4.25 -0.81 1.99
34 C 3.15 -0.90 1.16
35 S 1.96 0.39 1.19
36 C 3.05 -2.08 0.34
37 N 1.99 -2.23 -0.52
38 H 0.57 -4.47 -2.52
39 H 0.58 -2.73 -2.84
40 H -0.29 -3.36 -1.45
41 H 2.61 -5.31 -1.69
42 H 4.60 -5.06 -0.23
43 H 5.88 -3.73 1.38
44 H 6.08 -1.67 2.74
45 H 4.34 0.08 2.61
46 C -2.32 -2.89 0.75
47 S -1.07 -1.67 1.20
48 C 0.03 -2.72 2.17
49 H -1.86 -3.75 0.27
50 H -3.00 -2.41 0.03
51 H -2.88 -3.21 1.62
52 H -0.50 -3.12 3.03
53 H 0.85 -2.10 2.49
54 H 0.41 -3.54 1.56
55 C -2.29 2.98 3.64
56 N -2.42 2.11 2.40
57 C -3.33 2.84 1.40
58 N -2.81 4.13 1.11
59 C -2.68 4.91 2.33
60 N -1.80 4.28 3.31
61 C -0.40 4.25 2.85
62 P -0.12 3.30 1.28
63 C -1.07 1.79 1.83
64 C -1.55 4.05 0.35
65 H -1.62 2.46 4.33
66 H -3.29 3.05 4.07
67 H -2.86 1.22 2.64
68 H -4.30 2.91 1.88
69 H -3.38 2.20 0.52
70 H -3.67 5.03 2.77
71 H -2.28 5.89 2.08
72 H 0.22 3.82 3.64
73 H -0.07 5.28 2.72
74 H -0.50 1.25 2.59
75 H -1.26 1.10 1.00
76 H -1.73 3.47 -0.56
77 H -1.28 5.07 0.04

Mulliken population analysis, charges in e, atoms 1 to 6:
1 Sr 0.7893
2 C -0.1580
3 C -0.4097
4 C -0.1278
5 C -0.4993
6 C -0.7810

=====

*2*
This record from OMol25 describes a molecular structure, C30H37N4PS4Sr. The level of theory is the ωB97M-V functional and the def2-TZVPD basis.

The highest occupied orbital energy comes out at -5.74 eV. For the orbital gap, the calculation gives 5.32 eV.

Cartesian coordinates (Å):
1 Sr 1.50 -0.15 -0.66
2 C 1.57 -3.98 -0.72
3 C 2.82 -3.64 -1.22
4 C 3.82 -3.25 -0.35
5 C 3.58 -3.21 1.02
6 C 2.34 -3.56 1.51
7 C 1.33 -3.94 0.64
8 H 0.79 -4.31 -1.40
9 H 3.01 -3.70 -2.28
10 H 4.80 -2.97 -0.73
11 H 4.37 -2.91 1.69
12 H 2.16 -3.54 2.58
13 H 0.36 -4.23 1.03
14 S 4.13 0.32 -0.29
15 C 4.08 1.36 1.10
16 C 5.23 2.14 1.28
17 C 5.38 3.00 2.34
18 C 4.37 3.12 3.27
19 C 3.21 2.38 3.11
20 C 3.04 1.49 2.04
21 S 1.50 0.64 2.03
22 H 6.02 2.03 0.54
23 H 6.29 3.58 2.45
24 H 4.46 3.79 4.11
25 H 2.41 2.47 3.83
26 C 2.55 1.57 -3.44
27 C 1.33 0.92 -4.02
28 C 1.04 1.09 -5.39
29 C -0.06 0.47 -5.92
30 C -0.91 -0.27 -5.08
31 C -2.07 -0.90 -5.56
32 C -2.93 -1.51 -4.69
33 C -2.65 -1.53 -3.33
34 C -1.48 -0.99 -2.82
35 S -1.23 -1.12 -1.12
36 C -0.57 -0.33 -3.69
37 N 0.55 0.23 -3.22
38 H 3.10 2.09 -4.22
39 H 3.21 0.82 -2.99
40 H 2.27 2.27 -2.66
41 H 1.69 1.70 -5.99
42 H -0.29 0.55 -6.97
43 H -2.28 -0.87 -6.62
44 H -3.83 -1.99 -5.05
45 H -3.35 -1.99 -2.64
46 C 0.24 3.93 1.04
47 S 0.27 3.25 -0.64
48 C -1.49 3.38 -1.06
49 H 0.33 5.01 0.99
50 H 1.08 3.50 1.57
51 H -0.69 3.65 1.52
52 H -2.08 2.83 -0.33
53 H -1.61 2.93 -2.04
54 H -1.78 4.42 -1.08
55 C -4.29 -1.69 3.03
56 N -3.49 -1.77 1.75
57 C -3.61 -0.43 1.03
58 N -3.21 0.63 1.87
59 C -3.99 0.66 3.09
60 N -3.89 -0.59 3.83
61 C -2.56 -0.76 4.39
62 P -1.17 -0.83 3.11
63 C -2.06 -2.10 2.02
64 C -1.78 0.63 2.12
65 H -4.15 -2.62 3.58
66 H -5.35 -1.57 2.75
67 H -3.88 -2.49 1.15
68 H -4.66 -0.31 0.75
69 H -2.96 -0.48 0.14
70 H -5.05 0.83 2.83
71 H -3.64 1.48 3.72
72 H -2.54 -1.68 4.99
73 H -2.36 0.07 5.07
74 H -2.01 -3.08 2.49
75 H -1.54 -2.12 1.05
76 H -1.25 0.60 1.16
77 H -1.48 1.54 2.63

Mulliken population analysis, charges in e, atoms 1 to 6:
1 Sr 0.9512
2 C -0.3867
3 C -0.5206
4 C -0.2855
5 C -0.3181
6 C -0.3091

=====

Which of them is the most stable? Correct choice: *1*.